Density functional theory data (wB97M-V/def2-TZVPD) for C23H31N2O4ReS as an isolated structure.

```
! RIJCOSX wB97M-V def2-TZVPD def2/J DEFGRID3
* xyz 1 2
H -1.926 -2.716 2.386
C 1.438 -4.397 -3.116
C 2.499 -0.837 -4.101
H 4.008 0.606 2.469
H 1.935 -1.017 -5.008
C 2.709 0.166 -1.924
C 2.114 2.521 4.676
O -0.133 -1.203 -1.161
O -1.060 1.470 -0.190
N 1.398 -2.912 -1.184
O 5.533 -2.465 -5.216
O 3.465 -3.157 -5.566
H -0.082 2.500 2.611
H 2.334 -0.993 3.259
N -0.300 -2.722 -2.787
H 3.830 0.383 4.223
H 1.036 0.473 -3.232
C -2.102 -1.736 1.944
H 4.532 -0.254 -0.875
H 2.452 2.547 2.555
H 2.874 -4.325 -1.509
C 4.207 -2.401 -5.000
S 2.052 1.159 -0.594
H 2.011 1.803 5.491
H 5.989 -1.740 -4.770
H 0.459 -2.401 2.610
C 1.404 -0.521 2.979
H -0.682 -4.784 -2.880
C 4.483 -1.213 -2.794
C -1.479 -2.036 -3.304
H 1.619 -5.428 -3.422
C 0.053 1.426 2.608
H 1.518 -3.009 0.943
H -0.236 -4.011 -4.401
C 2.423 1.800 3.358
C 1.955 -2.480 0.088
C 3.743 -1.443 -3.946
H 5.451 -1.683 -2.658
C 1.797 -4.235 -1.654
H 2.063 -3.757 -3.742
C 0.316 -2.265 -1.698
Re 0.085 0.303 0.252
C 3.779 1.110 3.409
H -1.476 -2.111 -4.390
C -0.014 -4.046 -3.336
C 0.338 -1.326 2.587
C -1.047 0.598 2.253
H 3.024 -2.680 0.077
C -0.924 -0.821 2.196
H -3.003 -1.323 2.395
H 1.196 3.105 4.619
H 1.317 -5.004 -1.038
H -1.461 -0.990 -3.019
H 4.560 1.849 3.589
C 1.994 -0.017 -3.107
H -1.997 1.060 2.031
C 1.289 0.877 2.998
H 2.928 3.201 4.927
H -2.295 -1.872 0.880
H 1.847 -1.404 0.220
C 3.967 -0.417 -1.782
H -2.395 -2.492 -2.923
*
```

## Properties
LUMO energy (spin up / spin down)   -3.6 / -3.6 eV
Orbital gap (spin up / spin down)   6.97 / 7.56 eV
Energy above the lowest of the compared OMol25 structures with the same formula, charge and spin   0.727 eV


Density functional theory data (wB97M-V/def2-TZVPD) for one molecule with the formula C23H31N3O2.

```
! RIJCOSX wB97M-V def2-TZVPD def2/J DEFGRID3
* xyz 0 1
C -4.300 1.210 -4.444
H 2.675 2.151 -0.040
H -3.511 -1.398 -0.436
H -0.686 0.666 -2.550
H 4.925 -0.264 1.124
H 0.365 2.162 -0.923
H -1.357 -1.283 -3.984
H -0.897 -2.384 -2.674
H -0.268 1.811 0.693
C -4.957 -0.707 -2.543
C 1.155 -0.501 1.133
H -2.026 0.597 -0.516
H 7.176 0.957 6.144
N -2.618 -1.330 -2.321
C 5.222 -0.066 2.141
H 1.697 3.303 0.882
C 6.880 0.585 3.751
H 7.891 0.890 3.986
C 5.943 0.454 4.767
H -7.100 -1.194 -0.882
N 2.376 0.082 1.652
C 0.582 1.661 0.023
C 4.642 0.067 4.463
C -1.296 -1.389 -2.901
C 6.512 0.326 2.442
C -3.308 0.453 -3.844
C 0.804 0.159 -0.205
H 0.659 -0.491 -2.722
C -6.576 -2.022 -1.373
H -2.104 -2.456 -0.667
N -0.274 -0.560 -0.865
H 3.931 -0.023 5.270
H 2.896 -1.698 2.562
H -7.115 -2.302 -2.284
C 2.182 1.492 1.937
H -6.975 -0.073 -2.872
C 4.277 -0.197 3.154
C -0.339 -0.352 -2.299
C -5.938 0.071 -3.132
H 0.321 -0.384 1.849
H -1.545 -0.525 0.786
O 6.250 0.699 6.072
H 1.311 -1.569 0.966
H 7.243 0.430 1.654
C 1.840 2.245 0.656
H 3.109 1.884 2.363
C -1.598 -0.398 -0.295
H 1.374 1.641 2.679
O -5.234 -1.706 -1.640
C -3.594 -0.510 -2.878
H 2.220 -0.505 3.693
H 1.686 0.043 -0.846
H -6.546 -2.876 -0.697
H -2.286 0.628 -4.140
C 2.878 -0.632 2.813
C -5.617 1.031 -4.081
H -6.401 1.621 -4.531
C -2.524 -1.469 -0.884
H -4.032 1.946 -5.188
*
```

## Properties
LUMO energy   0.8 eV
Orbital gap   8.19 eV
Energy above the lowest of the compared OMol25 structures with the same formula, charge and spin   2.384 eV
SMILES   COc1ccccc1N1CCN([C@H]2CCCN(Cc3cccc(O)c3)C2)CC1


Density functional theory data (wB97M-V/def2-TZVPD) for one molecule with the formula C23H31N3O3.

```
! RIJCOSX wB97M-V def2-TZVPD def2/J DEFGRID3
* xyz 0 1
C -3.797 0.146 1.029
H -0.892 -3.706 -0.614
H -0.718 -3.959 -2.354
H -4.423 2.187 0.953
H 4.941 0.972 -1.784
H -6.615 1.707 -0.033
C 2.215 -0.766 0.056
C -4.182 -1.181 0.813
H 3.672 -1.046 -1.519
H -0.752 -1.471 -2.714
O 2.708 1.152 -1.297
C -5.937 0.897 0.192
O -2.359 0.382 -1.684
H 6.019 -0.380 -2.168
H -0.762 3.973 -1.113
N 4.700 -1.161 1.596
H -2.535 1.311 2.295
H -3.257 -2.413 2.295
H -0.653 2.359 -1.821
H 7.345 0.700 1.118
C 6.442 0.130 1.041
H 6.062 -0.677 3.088
N 0.974 1.344 0.113
C -1.173 -1.943 -1.820
H -2.661 2.487 -0.440
C 5.787 -0.575 2.057
H -3.732 -3.271 0.831
C 0.768 2.733 -0.251
C -4.696 1.165 0.737
H -2.300 -2.237 0.826
C -2.436 0.500 1.569
C -1.696 2.423 0.061
N 4.638 -0.851 0.298
H 0.849 3.346 0.656
C -1.440 0.967 0.472
H 1.562 3.014 -0.944
H -1.716 3.050 0.956
C -1.646 0.091 -0.761
C -0.605 2.918 -0.885
H -5.730 -2.460 0.089
C 1.994 0.654 -0.444
H 3.510 -2.432 -0.399
H 0.039 1.433 1.960
C -3.312 -2.341 1.208
H 2.269 -0.778 1.146
H 0.193 -0.199 1.282
C -6.302 -0.412 -0.061
C -0.508 -3.276 -1.536
H 0.569 -3.161 -1.447
C 5.839 0.440 -1.471
C -5.432 -1.436 0.263
H 1.377 -1.385 -0.266
C 5.670 -0.067 -0.086
H -2.251 -2.060 -1.974
C -0.010 0.840 1.037
H -7.265 -0.637 -0.495
O -0.972 -1.063 -0.706
H 6.686 1.118 -1.509
C 3.531 -1.340 -0.478
H -2.005 -0.357 2.085
*
```

## Properties
LUMO energy   0.7 eV
Orbital gap   9.33 eV
Energy above the lowest of the compared OMol25 structures with the same formula, charge and spin   1.565 eV
SMILES   CCOC(=O)[C@]1(Cc2ccccc2C)CCCN(C(=O)CCn2nccc2C)C1


Question: Which of these has the highest energy above the lowest of the compared OMol25 structures with the same formula, charge and spin?
Answer: C23H31N3O2